No. 1
{
  "formula": "C29H30BCaN7O4S2",
  "method": "the ωB97M-V functional and the def2-TZVPD basis",
  "species": ["Ca", "C", "N", "C", "C", "N", "C", "C", "C", "C", "C", "C", "C", "S", "C", "C", "C", "C", "C", "C", "S", "H", "H", "H", "H", "H", "H", "H", "H", "H", "H", "H", "H", "H", "H", "H", "H", "H", "H", "B", "N", "C", "C", "C", "N", "N", "C", "C", "C", "N", "H", "H", "H", "H", "H", "H", "H", "H", "O", "C", "O", "C", "C", "C", "C", "C", "C", "N", "O", "O", "H", "H", "H", "H"],
  "xyz": [[-0.614556, 0.563775, -0.411137], [2.505251, -1.294624, 1.480093], [1.492462, -0.437933, 2.062725], [0.769987, -1.120214, 3.134877], [-0.092649, -2.298013, 2.673465], [-1.414136, -1.949410, 2.166238], [-2.288018, -1.427673, 3.203035], [-1.984810, -2.978849, 1.375497], [-3.051265, -3.736472, 1.855748], [-3.670279, -4.710933, 1.083715], [-3.214507, -4.943260, -0.203737], [-2.149501, -4.208077, -0.698821], [-1.506070, -3.214470, 0.055386], [-0.179638, -2.354191, -0.675899], [1.954412, 0.857341, 2.422984], [3.308736, 1.097698, 2.649405], [3.786007, 2.351078, 3.012600], [2.891440, 3.397476, 3.171629], [1.542966, 3.185838, 2.933211], [1.040757, 1.938609, 2.533172], [-0.659642, 1.799396, 2.182604], [3.169305, -1.740354, 2.244049], [3.100626, -0.721914, 0.771555], [2.020432, -2.098186, 0.926914], [0.156991, -0.390643, 3.662543], [1.504862, -1.528696, 3.855760], [-0.204515, -2.986816, 3.533740], [0.430675, -2.832260, 1.882628], [-2.237034, -2.024723, 4.132309], [-3.316000, -1.417121, 2.842424], [-2.006618, -0.401985, 3.428498], [-3.423922, -3.559269, 2.857423], [-4.504196, -5.274150, 1.487857], [-3.692331, -5.693927, -0.825413], [-1.802723, -4.358387, -1.713168], [4.022604, 0.288532, 2.544683], [4.847787, 2.500118, 3.176896], [3.244617, 4.381805, 3.462442], [0.832423, 3.997633, 3.020436], [-3.546286, 2.887799, -0.267850], [-2.587762, 3.053998, -1.473076], [-2.855259, 3.651385, -2.643118], [-1.700906, 3.662628, -3.406344], [-0.757652, 3.020312, -2.596637], [-1.302534, 2.663391, -1.435636], [-4.072633, 1.422980, -0.250734], [-5.335471, 1.042672, -0.013410], [-5.385381, -0.341888, -0.018708], [-4.065319, -0.724272, -0.279389], [-3.284285, 0.347032, -0.409310], [-4.499725, 3.619368, -0.426460], [-2.953330, 3.111538, 0.749957], [-3.833387, 4.047181, -2.861198], [-1.575414, 4.068422, -4.396421], [0.282227, 2.822015, -2.794468], [-6.109551, 1.775871, 0.144235], [-6.247483, -0.967150, 0.142873], [-3.661289, -1.718243, -0.387505], [0.380794, 0.147941, -2.554969], [1.425097, 0.509901, -1.980789], [1.478681, 0.963528, -0.809901], [2.736780, 0.420756, -2.740857], [3.922456, 0.791464, -2.111040], [5.125274, 0.728412, -2.784073], [5.140509, 0.299806, -4.110385], [3.959917, -0.070024, -4.752068], [2.766088, -0.010402, -4.062670], [6.385898, 0.240594, -4.825395], [6.378188, -0.109558, -5.992624], [7.412005, 0.543083, -4.243795], [3.869914, 1.136515, -1.086187], [6.055452, 1.005332, -2.310511], [4.009828, -0.398014, -5.779834], [1.834653, -0.301095, -4.530068]],
  "forces_ev_per_a": [[-1.71, -0.85, 1.36], [-0.13, -0.12, -0.06], [-0.01, 0.00, -0.17], [-0.13, -0.06, -0.04], [0.16, 0.17, -0.08], [-0.14, 0.05, 0.05], [0.13, 0.10, -0.06], [-0.05, -0.15, -0.29], [-0.03, -0.06, 0.03], [-0.07, -0.04, 0.00], [-0.04, -0.08, -0.04], [-0.10, 0.04, 0.18], [0.09, -0.17, 0.15], [-0.04, 0.18, -0.06], [0.08, 0.30, 0.16], [0.08, -0.08, 0.04], [0.07, 0.06, 0.03], [0.00, 0.04, -0.01], [0.17, -0.15, -0.01], [-0.05, -0.11, 0.06], [-0.24, -0.07, 0.06], [0.06, 0.04, -0.03], [0.00, 0.00, -0.03], [0.02, 0.01, 0.00], [0.02, 0.06, -0.05], [0.00, 0.05, 0.02], [-0.01, 0.02, -0.01], [-0.04, -0.08, 0.02], [-0.08, -0.03, -0.02], [0.04, 0.09, 0.00], [0.10, 0.10, 0.05], [0.05, -0.01, -0.03], [0.00, 0.01, 0.00], [0.01, 0.02, -0.01], [0.03, -0.02, 0.00], [-0.06, 0.02, 0.02], [0.00, -0.01, -0.01], [-0.01, 0.00, -0.01], [0.00, 0.02, -0.01], [0.10, -0.10, 0.18], [-0.14, 0.27, -0.18], [0.16, 0.05, -0.04], [-0.01, -0.01, -0.03], [-0.18, 0.24, 0.00], [0.05, 0.12, -0.35], [-0.39, -0.05, 0.00], [0.05, -0.13, -0.03], [-0.04, 0.09, 0.02], [-0.07, -0.02, -0.02], [0.35, 0.01, 0.01], [-0.08, 0.01, -0.08], [0.06, 0.08, 0.02], [-0.03, -0.04, 0.12], [0.04, -0.01, 0.01], [0.00, -0.07, 0.00], [0.04, 0.03, -0.02], [0.03, -0.04, -0.02], [0.10, 0.00, 0.02], [0.19, 0.08, -0.34], [0.30, -0.07, -0.39], [1.31, 0.31, -0.14], [0.17, 0.02, 0.00], [-0.18, 0.01, 0.07], [0.33, -0.05, -0.30], [-1.12, 0.06, 0.66], [0.44, 0.00, -0.18], [-0.15, -0.02, 0.10], [0.72, -0.04, -0.42], [-0.22, -0.09, -0.21], [0.09, 0.10, 0.30], [-0.01, -0.02, 0.01], [-0.01, 0.02, 0.03], [-0.05, -0.01, -0.01], [-0.01, 0.01, 0.03]],
  "lowdin_charge": [1.129, -0.120, -0.158, -0.180, -0.190, -0.147, -0.106, -0.296, -0.066, -0.138, -0.142, -0.165, -0.669, 0.549, -0.283, -0.061, -0.141, -0.141, -0.152, -0.654, 0.508, 0.082, 0.077, 0.022, 0.083, 0.116, 0.117, 0.071, 0.082, 0.082, 0.032, 0.090, 0.079, 0.082, 0.077, 0.087, 0.077, 0.081, 0.079, -0.457, -0.092, -0.113, -0.086, -0.167, -0.035, -0.098, -0.125, -0.090, -0.159, 0.012, 0.059, 0.037, 0.105, 0.072, 0.097, 0.101, 0.072, 0.089, -0.124, -0.695, -0.168, -0.086, 0.008, 0.009, -0.167, 0.004, 0.007, -0.368, 0.049, 0.053, 0.120, 0.113, 0.111, 0.122],
  "homo_lumo_gap_ev": 4.6,
  "total_energy_ha": -3306.38829,
  "homo_ev": -1.5464,
  "lumo_energy_ev": 3.1,
  "fmax_ha_per_bohr": 0.046,
  "de_lowest_ev": 0.854,
  "total_charge": -2
}



No. 2
{
  "formula": "C25H30N2O5",
  "method": "the ωB97M-V functional and the def2-TZVPD basis",
  "species": ["C", "C", "O", "C", "C", "C", "C", "C", "C", "O", "C", "H", "H", "H", "H", "C", "N", "C", "O", "C", "O", "C", "C", "O", "H", "C", "C", "C", "C", "C", "C", "H", "H", "H", "H", "H", "C", "C", "H", "C", "N", "C", "H", "H", "H", "C", "H", "H", "H", "H", "H", "H", "H", "H", "H", "H", "H", "H", "H", "H", "H", "H"],
  "xyz": [[0.753177, 5.500225, -0.787305], [0.345881, 4.074764, -1.128488], [0.254016, 3.366713, 0.097326], [-0.056079, 2.047938, 0.152601], [-0.043610, 1.517290, 1.439605], [-0.348329, 0.194626, 1.689629], [-0.672449, -0.643820, 0.638290], [-0.676871, -0.133264, -0.654034], [-0.381902, 1.194531, -0.922238], [-0.400759, 1.715810, -2.189554], [-0.730218, 0.870046, -3.265020], [-0.013627, 0.049614, -3.369114], [-1.741377, 0.463619, -3.162741], [-0.683958, 1.501401, -4.151076], [-0.915357, -0.803419, -1.464076], [-1.020010, -2.096185, 0.866247], [0.022896, -3.003538, 0.413942], [-0.373168, -3.949862, -0.470313], [0.327411, -4.818168, -0.940110], [-1.845587, -3.687489, -0.733295], [-2.576966, -4.286406, -1.517176], [-2.211094, -2.546041, 0.063778], [-3.401964, -1.904982, -0.141824], [-4.298641, -2.398315, -0.983433], [-3.932764, -3.235541, -1.384201], [-3.731697, -0.597412, 0.444236], [-3.487533, -0.305937, 1.782989], [-3.752798, 0.957163, 2.275873], [-4.252946, 1.941803, 1.439856], [-4.520023, 1.650955, 0.112445], [-4.271919, 0.385241, -0.382516], [-4.480126, 0.148469, -1.414937], [-4.924162, 2.412126, -0.538084], [-4.443974, 2.931816, 1.825649], [-3.565785, 1.176542, 3.316149], [-3.120963, -1.077592, 2.440839], [1.366728, -2.934612, 0.930768], [2.246423, -1.958643, 0.145865], [2.359236, -2.315437, -0.877974], [3.627616, -1.827462, 0.783865], [4.479948, -0.919277, 0.034872], [5.881545, -1.139965, 0.325848], [6.134727, -0.950466, 1.381357], [6.480854, -0.477344, -0.296840], [6.141938, -2.169067, 0.083932], [4.126020, 0.468459, 0.249980], [4.239732, 0.774504, 1.302962], [4.769353, 1.096105, -0.364671], [3.094264, 0.641398, -0.048190], [4.103461, -2.811166, 0.785561], [3.517887, -1.503462, 1.835906], [1.757411, -0.986145, 0.118561], [1.319288, -2.631634, 1.981506], [1.786612, -3.942592, 0.864883], [-1.171001, -2.257206, 1.944771], [-0.331591, -0.176605, 2.702843], [0.211164, 2.187813, 2.244505], [1.094718, 3.610673, -1.779326], [-0.620503, 4.067827, -1.643920], [0.010120, 5.954257, -0.137462], [1.709654, 5.500880, -0.271860], [0.837675, 6.086453, -1.697637]],
  "forces_ev_per_a": [[-0.12, -0.47, 0.05], [0.10, 0.51, -0.43], [-0.04, -0.06, 0.13], [0.00, -0.17, 0.23], [0.06, 0.17, -0.28], [0.03, -0.22, -0.28], [0.18, 0.20, 0.15], [0.09, 0.08, 0.10], [0.01, 0.01, -0.17], [0.08, 0.13, 0.47], [-0.04, -0.11, -0.16], [-0.04, 0.01, 0.02], [0.03, -0.01, 0.00], [-0.02, -0.10, 0.02], [-0.06, -0.03, -0.16], [-0.20, 0.31, 0.15], [-0.27, 0.00, 0.00], [0.51, -0.32, -0.04], [-0.09, -0.09, -0.14], [-0.77, 0.28, 0.04], [0.29, -0.06, 0.02], [-0.20, -0.20, -0.07], [0.41, -0.33, 0.05], [-0.02, 0.02, -0.09], [0.10, 0.14, 0.16], [-0.36, 0.11, 0.02], [-0.15, -0.13, -0.19], [-0.03, 0.06, 0.07], [0.00, 0.00, 0.05], [-0.03, 0.06, -0.07], [0.03, -0.13, 0.00], [-0.02, -0.02, -0.10], [-0.03, 0.06, -0.06], [-0.02, 0.08, 0.04], [0.02, 0.02, 0.09], [0.10, -0.09, 0.08], [0.33, 0.07, -0.15], [0.14, -0.06, 0.29], [-0.02, 0.01, -0.05], [-0.24, -0.02, -0.27], [0.05, -0.08, 0.04], [-0.07, -0.01, -0.04], [0.03, 0.01, 0.04], [0.09, 0.01, 0.01], [0.07, -0.03, 0.02], [-0.04, -0.06, -0.08], [0.01, 0.01, 0.04], [-0.01, 0.09, 0.00], [-0.05, 0.10, 0.01], [0.03, 0.01, 0.07], [0.07, -0.04, 0.02], [0.02, -0.02, -0.05], [-0.02, -0.06, 0.00], [-0.04, 0.08, 0.11], [0.05, 0.06, -0.11], [-0.03, -0.08, 0.16], [0.03, 0.12, 0.09], [-0.15, 0.03, 0.07], [0.17, -0.04, 0.05], [-0.07, 0.10, 0.05], [0.11, 0.05, 0.04], [0.01, 0.08, -0.09]],
  "nbo_charge": [-0.620, -0.054, -0.502, 0.258, -0.242, -0.246, 0.056, -0.326, 0.297, -0.520, -0.251, 0.182, 0.177, 0.202, 0.223, -0.068, -0.401, 0.576, -0.583, 0.462, -0.573, -0.299, 0.465, -0.643, 0.522, -0.047, -0.188, -0.211, -0.193, -0.200, -0.200, 0.225, 0.216, 0.217, 0.217, 0.214, -0.222, -0.406, 0.218, -0.216, -0.432, -0.406, 0.159, 0.199, 0.200, -0.416, 0.160, 0.200, 0.202, 0.196, 0.156, 0.207, 0.194, 0.232, 0.201, 0.211, 0.227, 0.178, 0.179, 0.211, 0.211, 0.212],
  "smiles": "CCOc1ccc([C@H]2/C(=C(/O)c3ccccc3)C(=O)C(=O)N2CCCN(C)C)cc1OC",
  "homo_lumo_gap_ev": 7.8,
  "total_energy_ha": -1456.34224,
  "homo_ev": -8.2361,
  "lumo_energy_ev": -0.4,
  "fmax_ha_per_bohr": 0.016,
  "de_lowest_ev": 3.266
}



No. 3
{
  "formula": "C4H14NO4S",
  "method": "the ωB97M-V functional and the def2-TZVPD basis",
  "species": ["O", "C", "N", "C", "C", "S", "C", "H", "H", "H", "H", "H", "H", "H", "H", "H", "H", "O", "H", "H", "O", "H", "H", "O"],
  "xyz": [[-0.075951, 1.588306, -1.324022], [0.591569, 0.645576, -0.970928], [0.709897, 0.257236, 0.377113], [1.465930, -0.986997, 0.759009], [0.463900, -2.050981, 1.204513], [-0.741448, -2.724939, -0.038984], [1.362240, -0.179866, -2.019746], [-0.307835, 0.306669, 0.774682], [2.234429, -1.378011, -0.034584], [2.087491, -0.731207, 1.569840], [1.012734, -2.795343, 1.776105], [-0.214329, -1.734923, 1.963640], [2.409483, -0.139525, -1.817848], [1.230961, 0.203138, -2.990676], [0.764216, -1.163875, -1.986736], [-0.663887, 2.427029, 1.917892], [0.690948, 2.366851, 1.295276], [0.218807, 2.678185, 2.077439], [-1.852496, -1.106468, -0.640236], [-2.751664, -0.478560, -1.547392], [-2.669233, -0.429217, -0.544187], [-1.807664, 2.454327, -0.209472], [-2.087585, 1.082446, -0.058489], [-2.070511, 1.890160, 0.467798]],
  "forces_ev_per_a": [[-0.53, 0.62, -0.12], [1.34, -0.89, -0.06], [-1.62, -0.37, -1.07], [-0.88, -0.34, -1.63], [-0.07, -0.73, -0.56], [1.07, -0.09, -0.18], [-2.12, -0.93, 1.37], [2.62, -0.08, -0.46], [-1.95, 0.82, 1.06], [0.71, 0.46, 1.29], [0.28, -0.71, -0.49], [-0.24, 1.26, 0.73], [0.71, -0.87, 0.31], [-0.44, 0.94, -1.07], [1.71, 0.77, 0.12], [-1.91, -0.56, -0.58], [-0.14, -0.14, 0.12], [2.04, 0.82, 0.57], [-1.11, 0.52, 1.82], [-0.71, 0.77, 1.56], [1.66, -1.67, -3.37], [1.06, 2.09, -1.53], [-0.65, -1.15, 0.16], [-0.82, -0.54, 2.01]],
  "nbo_charge": [-0.655, 0.717, -0.691, -0.226, -0.530, -0.638, -0.753, 0.434, 0.199, 0.182, 0.187, 0.198, 0.214, 0.215, 0.276, 0.488, 0.479, -0.975, 0.469, 0.454, -1.015, 0.468, 0.497, -0.993],
  "homo_lumo_gap_ev": 7.1,
  "total_energy_ha": -914.74990,
  "homo_ev": -3.5506,
  "lumo_energy_ev": 3.5,
  "fmax_ha_per_bohr": 0.080,
  "de_lowest_ev": 0.955,
  "total_charge": -1
}